[1]
C6H9NO in the gas phase at a distorted geometry, computed with wB97M-V/def2-TZVPD.

```
17
Properties=species:S:1:pos:R:3
C 0.138 -1.894 -0.534
O -1.332 -1.388 -0.583
C -0.858 0.010 -0.382
C -1.060 1.444 -0.478
N 0.303 1.745 0.016
C 0.930 0.641 0.743
C 0.789 -1.028 0.588
C -0.232 -0.148 1.067
H 0.686 -1.542 -1.467
H -0.060 -2.945 -0.508
H -0.062 0.131 -1.023
H -1.701 1.881 0.224
H -1.097 1.821 -1.434
H 0.905 2.171 -0.685
H 1.886 0.895 1.349
H 1.671 -1.498 1.242
H -0.907 -0.297 1.866
```

## Properties
- Charge: 0
- SMILES: C1O[C@H]2CN[C@@H]3[C@H]1[C@@H]32
- Multiplicity: 1
- Relative energy (zero: lowest compared OMol25 entry of this formula, charge and spin): 156.5 kcal per mole
- HOMO-LUMO gap: 9.433 eV


[2]
A molecular structure, C42H30BrF5GaN4OPS at a distorted geometry, computed with wB97M-V/def2-TZVPD.

```
86
Properties=species:S:1:pos:R:3
Ga 0.530 -0.024 0.001
Br 1.112 2.335 1.691
C -0.018 1.629 3.006
C -0.335 2.393 4.112
C -1.067 1.841 5.141
C -1.382 0.506 5.145
C -1.106 -0.294 3.985
C -1.504 -1.637 3.893
C -1.372 -2.388 2.756
C -0.721 -1.772 1.609
C -0.277 -0.472 1.655
C -0.453 0.291 2.857
H 0.017 3.426 4.160
H -1.249 2.478 6.008
H -1.873 0.059 5.983
H -1.981 -2.086 4.791
H -1.685 -3.421 2.765
H -0.661 -2.374 0.683
S 0.178 -1.621 -1.661
C 1.636 -2.489 -1.226
N 1.899 -3.639 -1.666
N 1.058 -4.270 -2.433
C 1.236 -5.642 -2.737
C 2.207 -6.456 -2.199
C 2.359 -7.785 -2.644
C 1.584 -8.248 -3.702
C 0.579 -7.408 -4.210
C 0.424 -6.130 -3.715
N 2.624 -2.064 -0.341
N 2.479 -0.910 0.154
C 3.454 -0.675 1.174
C 3.662 -1.607 2.180
C 4.562 -1.381 3.182
C 5.308 -0.209 3.187
C 5.136 0.726 2.145
C 4.161 0.515 1.186
H 0.183 -3.870 -2.707
H 2.896 -6.048 -1.472
H 3.154 -8.366 -2.245
H 1.741 -9.252 -4.065
H 0.016 -7.734 -5.033
H -0.331 -5.465 -4.150
H 3.036 -2.537 2.244
H 4.636 -2.071 4.015
H 6.044 -0.056 3.961
H 5.735 1.640 2.142
H 3.930 1.232 0.390
F 2.441 1.105 -6.310
C 2.101 1.182 -5.039
C 0.738 1.254 -4.737
F -0.132 1.123 -5.755
C 0.360 1.264 -3.444
F -0.956 1.051 -3.200
C 1.266 1.313 -2.396
O 0.869 1.487 -1.137
C 2.636 1.346 -2.707
F 3.611 1.490 -1.767
C 3.005 1.245 -4.014
F 4.276 1.226 -4.378
C -3.771 0.833 -1.169
P -2.377 1.569 -0.138
C -2.096 3.143 -1.037
C -2.640 3.429 -2.278
C -2.397 4.659 -2.875
C -1.537 5.579 -2.311
C -0.959 5.276 -1.083
C -1.200 4.035 -0.443
C -3.363 2.232 1.319
C -3.787 3.556 1.392
C -4.371 4.096 2.546
C -4.499 3.322 3.702
C -4.079 2.011 3.641
C -3.511 1.466 2.484
H -4.463 1.653 -1.455
H -4.289 0.074 -0.523
H -3.319 0.363 -2.008
H -3.282 2.761 -2.817
H -2.703 4.822 -3.915
H -1.379 6.561 -2.780
H -0.334 6.053 -0.594
H -0.831 3.904 0.541
H -3.709 4.124 0.498
H -4.649 5.162 2.526
H -4.880 3.712 4.650
H -4.243 1.405 4.515
H -3.107 0.448 2.499
```

## Properties
- Charge: 0
- Multiplicity: 1
- HOMO-LUMO gap (alpha / beta): 7.024 / 7.021 eV


[3]
C4H5FO in the gas phase at a distorted geometry, computed with wB97M-V/def2-TZVPD.

```
11
Properties=species:S:1:pos:R:3
O 2.338 -0.014 0.042
C 1.163 0.012 -0.154
C 0.092 1.104 -0.039
C -0.920 -0.024 0.377
F -2.226 -0.001 -0.164
C 0.081 -1.065 -0.066
H -0.247 1.435 -1.027
H 0.154 1.985 0.490
H -1.043 -0.033 1.459
H -0.211 -1.471 -1.055
H 0.183 -1.954 0.561
```

## Properties
- Charge: 0
- SMILES: O=C1CC(F)C1
- Multiplicity: 1
- Relative energy (zero: lowest compared OMol25 entry of this formula, charge and spin): 7.0 kcal per mole
- HOMO-LUMO gap: 10.942 eV


Copy entry 3 word for word.
C4H5FO in the gas phase at a distorted geometry, computed with wB97M-V/def2-TZVPD.

```
11
Properties=species:S:1:pos:R:3
O 2.338 -0.014 0.042
C 1.163 0.012 -0.154
C 0.092 1.104 -0.039
C -0.920 -0.024 0.377
F -2.226 -0.001 -0.164
C 0.081 -1.065 -0.066
H -0.247 1.435 -1.027
H 0.154 1.985 0.490
H -1.043 -0.033 1.459
H -0.211 -1.471 -1.055
H 0.183 -1.954 0.561
```

## Properties
- Charge: 0
- SMILES: O=C1CC(F)C1
- Multiplicity: 1
- Relative energy (zero: lowest compared OMol25 entry of this formula, charge and spin): 7.0 kcal per mole
- HOMO-LUMO gap: 10.942 eV